Version one
Below is a cluster of 2 separate species, C9H14ClN3OP in total, with properties calculated with the ωB97M-V functional and the def2-TZVPD basis.

Atoms and positions in Å:
C -1.430 0.766 5.932
C -1.695 -0.586 5.664
C -0.826 1.588 4.979
C -1.163 -1.152 4.396
C -0.467 1.093 3.762
C -0.624 -0.226 3.622
C 0.339 -0.042 -1.938
C -0.299 -1.969 -3.403
C 1.517 1.930 -3.058
N -0.184 -0.559 -3.030
N 1.061 1.070 -1.973
N 0.394 -0.823 -0.856
O 1.883 0.862 0.677
P 1.261 -0.486 0.784
Cl 2.759 -1.803 0.547
H -1.657 1.188 6.866
H -2.193 -1.197 6.287
H -0.602 2.529 5.341
H -1.128 -2.174 4.101
H -0.140 1.706 3.014
H -1.286 -2.513 -3.121
H -0.069 -1.828 -4.471
H 0.528 -2.442 -2.946
H 0.530 1.974 -3.663
H 1.652 2.953 -2.712
H 2.291 1.549 -3.717
H -0.415 0.018 -3.808
H 1.264 1.248 -0.972
H -0.235 -1.574 -0.824

HOMO (spin up / spin down) (eV): -11.76 / -12.79
Total charge: +1
Frontier orbital gap (spin up / spin down) (eV): 5.35 / 8.38

Löwdin atomic charge list, values in e, 2 entries: -0.04 0.02

Version two
Below is a cluster of 2 separate species, C9H14ClN3OP in total, with properties calculated with the ωB97M-V functional and the def2-TZVPD basis.

Atoms and positions in Å:
C -4.291 0.720 0.979
C -3.297 0.149 1.718
C -4.122 0.959 -0.377
C -2.046 -0.224 1.146
C -2.873 0.671 -0.947
C -1.818 0.158 -0.158
C 2.083 -0.602 0.039
C 1.669 -1.624 -2.105
C 4.448 -0.520 0.892
N 2.493 -1.132 -1.102
N 2.958 -0.443 1.006
N 0.805 -0.389 0.325
O 0.159 0.493 -2.127
P -0.197 0.118 -0.794
Cl -1.605 3.296 0.584
H -5.226 0.989 1.560
H -3.350 0.003 2.745
H -4.930 1.474 -0.981
H -1.275 -0.544 1.714
H -2.816 0.757 -2.065
H 1.965 -2.593 -2.600
H 0.643 -1.794 -1.652
H 1.506 -0.704 -2.683
H 4.600 -1.450 0.413
H 4.864 0.282 0.344
H 4.657 -0.634 1.942
H 3.394 -1.565 -1.100
H 2.724 0.224 1.713
H -1.122 3.925 1.571

HOMO (eV): -12.95
Total charge: +1
Frontier orbital gap (eV): 8.89

Löwdin atomic charge list, values in e, 2 entries: -0.07 -0.05

Result of the stability comparison: version one is the least stable of them.

Version one
Below is a cluster of 2 separate species, H6NO in total, with properties calculated with the ωB97M-V functional and the def2-TZVPD basis.

Atoms and positions in Å:
O -0.978 0.713 -0.450
H -1.072 1.554 0.051
H -1.741 0.164 -0.159
N 0.758 -0.486 0.112
H 1.293 0.371 -0.126
H -0.259 -0.277 0.094
H 1.028 -0.810 1.060
H 0.970 -1.230 -0.581

HOMO (eV): -17.59
Total charge: +1
Frontier orbital gap (eV): 13.37

Löwdin atomic charge list, values in e, 2 entries: 0.00 0.14

Version two
Below is a cluster of 2 separate species, H6NO in total, with properties calculated with the ωB97M-V functional and the def2-TZVPD basis.

Atoms and positions in Å:
N 0.129 -0.448 1.028
H 0.226 -1.449 0.818
H 0.846 0.003 0.451
H -0.712 -0.111 0.567
H 0.085 -0.410 2.047
H -0.931 0.525 -1.759
H 0.442 1.246 -1.847
O -0.085 0.644 -1.305

HOMO (eV): -16.95
Total charge: +1
Frontier orbital gap (eV): 12.85

Löwdin atomic charge list, values in e, 2 entries: 0.30 0.16

Result of the stability comparison: version one is the least stable of them.

Version one
Below is the ion C5H15N2 with charge +1, with properties calculated with the ωB97M-V functional and the def2-TZVPD basis.

Atoms and positions in Å:
N -1.515 -2.772 -0.503
C -0.603 -1.702 -0.067
C -0.953 -0.235 -0.417
C 0.085 0.579 -1.225
C 1.410 0.763 -0.382
C 1.277 1.000 1.120
N 0.292 2.154 1.306
H -0.909 -3.540 -0.778
H -2.001 -2.637 -1.386
H 0.442 -1.907 -0.383
H -0.648 -1.849 1.014
H -1.794 -0.202 -1.123
H -1.225 0.193 0.561
H -0.283 1.518 -1.612
H 0.462 0.025 -2.090
H 1.894 -0.206 -0.502
H 2.011 1.580 -0.808
H 2.216 1.294 1.573
H 1.078 0.052 1.631
H -0.508 2.003 0.691
H 0.789 3.022 1.098
H -0.022 2.268 2.271

HOMO (eV): -12.38
Total charge: +1
SMILES string: NCCCCC[NH3+]
Frontier orbital gap (eV): 8.71

Löwdin atomic charge list, values in e, 2 entries: -0.01 -0.28

Version two
Below is a cluster of 3 separate species, C5H15N2 in total, with properties calculated with the ωB97M-V functional and the def2-TZVPD basis.

Atoms and positions in Å:
N 1.475 2.084 -2.315
C 1.329 1.763 1.450
C 0.309 1.313 2.288
N 0.208 -0.191 -0.620
C -2.168 -1.324 -0.668
C -0.826 -1.018 0.081
C -0.020 -2.275 0.576
H 2.407 2.292 -1.884
H 1.546 1.843 -3.304
H 0.899 1.482 -1.638
H 1.986 2.464 1.909
H 1.513 1.187 0.528
H 0.366 1.430 3.392
H -0.658 1.207 1.791
H 0.082 -0.262 -1.666
H -2.224 -2.276 -1.177
H -2.451 -0.640 -1.469
H -3.007 -1.355 0.004
H -1.164 -0.366 0.932
H -0.674 -2.724 1.220
H 0.134 -2.658 -0.409
H 0.935 -1.978 0.980

HOMO (eV): -12.93
Total charge: +1
Frontier orbital gap (eV): 4.21

Löwdin atomic charge list, values in e, 2 entries: -0.01 0.04

Version three
Below is a cluster of 2 separate species, C5H15N2 in total, with properties calculated with the ωB97M-V functional and the def2-TZVPD basis.

Atoms and positions in Å:
C -0.817 -0.780 -0.898
C -1.027 -0.230 0.540
C -0.179 -0.552 1.658
C 0.967 0.552 1.854
C 0.588 1.998 2.054
N 0.666 0.505 -3.839
N -0.782 -2.302 -0.771
H -1.553 -0.413 -1.533
H 0.168 -0.419 -1.239
H 1.531 0.744 -4.312
H -2.020 0.135 0.956
H 0.356 -1.521 1.679
H -0.547 -0.428 2.657
H 1.652 0.176 2.753
H 1.509 0.285 0.940
H 1.421 2.643 2.240
H 0.081 2.319 1.034
H -0.154 0.693 -4.445
H -0.352 1.945 2.727
H 0.683 -0.434 -3.453
H -0.475 -2.203 0.181
H -1.717 -2.714 -0.783

HOMO (eV): -12.76
Total charge: +1
Frontier orbital gap (eV): 5.69

Löwdin atomic charge list, values in e, 2 entries: -0.17 0.16

Result of the stability comparison: version two is the least stable of them.

Version one
Below is the molecule C9H15N3O6, with properties calculated with the ωB97M-V functional and the def2-TZVPD basis.

Atoms and positions in Å:
N 1.958 1.595 -1.306
C 2.003 1.113 0.004
O 1.504 1.746 0.991
C 2.797 -0.175 0.265
C 2.125 -1.444 -0.247
N 1.800 -1.469 -1.719
C 0.877 -1.555 0.590
O 0.784 -1.956 1.700
N -0.225 -1.116 -0.083
C -1.518 -1.034 0.565
C -1.451 0.113 1.622
C -1.826 1.510 1.054
C -1.370 1.816 -0.361
O -1.738 1.324 -1.408
O -0.485 2.854 -0.368
C -2.680 -1.118 -0.465
O -2.564 -1.609 -1.595
O -3.743 -0.556 -0.046
H 1.201 2.213 -1.528
H 2.217 0.861 -2.045
H 3.802 -0.240 -0.107
H 2.936 -0.318 1.376
H 2.805 -2.267 0.050
H 2.658 -1.751 -2.202
H 1.133 -2.202 -1.869
H -0.030 -0.779 -1.047
H -1.564 -1.969 1.118
H -0.494 0.193 2.132
H -2.131 -0.124 2.489
H -2.949 1.593 1.008
H -1.487 2.336 1.842
H 0.007 2.943 0.441
H -4.354 -0.528 -0.852

HOMO (eV): -9.81
SMILES string: NC(=O)C[C@H](N)C(=O)N[C@@H](CCC(=O)O)C(=O)O
Frontier orbital gap (eV): 10.35

Löwdin atomic charge list, values in e, 2 entries: 0.17 -0.43

Version two
Below is the molecule C9H15N3O6, with properties calculated with the ωB97M-V functional and the def2-TZVPD basis.

Atoms and positions in Å:
N 1.982 -0.809 3.506
C 2.537 -1.737 2.647
O 3.582 -2.341 2.794
C 1.816 -1.901 1.314
C 1.975 -0.566 0.606
C 1.111 -0.559 -0.731
N -0.317 -0.593 -0.443
C -0.981 0.587 -0.349
O -0.401 1.635 -0.041
C -2.479 0.628 -0.745
N -3.290 0.166 0.367
C -2.869 2.103 -0.861
C -2.482 2.786 -2.220
O -3.231 2.925 -3.177
O -1.137 3.120 -2.151
C 1.577 -1.663 -1.732
O 0.996 -2.675 -1.783
O 2.696 -1.461 -2.405
H 1.193 -0.215 3.274
H 2.355 -0.774 4.501
H 0.759 -1.995 1.475
H 2.265 -2.764 0.769
H 3.038 -0.275 0.429
H 1.499 0.303 1.175
H 1.439 0.326 -1.330
H -0.701 -1.343 -1.023
H -2.620 0.166 -1.703
H -3.306 -0.831 0.633
H -3.067 0.715 1.230
H -2.313 2.552 -0.027
H -3.962 2.342 -0.746
H -0.827 2.856 -1.266
H 3.165 -0.708 -1.987

HOMO (eV): -9.98
SMILES string: NC(=O)CC[C@H](NC(=O)[C@@H](N)CC(=O)O)C(=O)O
Frontier orbital gap (eV): 10.13

Löwdin atomic charge list, values in e, 2 entries: 0.14 -0.55

Result of the stability comparison: version two is the least stable of them.

Version one
Below is a cluster of 2 separate species, C3H11N3 in total, with properties calculated with the ωB97M-V functional and the def2-TZVPD basis.

Atoms and positions in Å:
H -1.613 0.876 -3.438
N -1.566 -0.097 -3.223
C -0.748 -0.675 -4.045
N 0.069 -1.724 -3.634
H -0.738 -0.501 -5.123
H -0.084 -1.778 -2.584
H 1.080 -1.546 -3.761
C 1.429 -0.220 2.498
N 0.614 1.037 2.212
C -0.620 1.221 2.900
H 1.087 -1.146 1.969
H 1.375 -0.580 3.562
H 2.429 -0.116 2.251
H 0.310 1.089 1.205
H -1.289 1.887 2.224
H -1.201 0.289 3.216
H -0.533 1.985 3.771

HOMO (eV): -8.74
SMILES string: [H]/N=C/N.CNC
Frontier orbital gap (eV): 9.56

Löwdin atomic charge list, values in e, 2 entries: 0.02 0.04

Version two
Below is a cluster of 2 separate species, C3H11N3 in total, with properties calculated with the ωB97M-V functional and the def2-TZVPD basis.

Atoms and positions in Å:
C 1.687 0.062 0.832
C 1.729 0.541 -0.420
N 2.150 -0.177 -1.520
H 2.000 -0.949 1.051
H 1.570 0.732 1.667
H 1.544 1.588 -0.618
H 1.765 0.098 -2.409
H 2.189 -1.177 -1.393
C -1.570 -0.365 -0.699
N -1.344 -0.530 0.717
N -1.910 0.614 1.429
H -1.041 0.525 -1.090
H -2.640 -0.303 -0.903
H -1.174 -1.240 -1.213
H -0.289 -0.430 0.866
H -2.919 0.573 1.285
H -1.747 0.438 2.419

HOMO (eV): -7.63
SMILES string: C=CN.CNN
Frontier orbital gap (eV): 8.69

Löwdin atomic charge list, values in e, 2 entries: -0.06 -0.31

Version three
Below is a structure of composition C3H11N3, with properties calculated with the ωB97M-V functional and the def2-TZVPD basis.

Atoms and positions in Å:
C 1.118 1.254 -1.059
C 0.210 -1.602 -0.618
C 0.776 0.575 0.294
N -1.991 0.297 1.810
N -1.730 -0.190 0.557
N 0.050 -0.595 0.412
H 2.157 1.577 -1.072
H 1.031 0.577 -1.857
H 0.643 2.122 -1.338
H 1.252 -1.991 -0.457
H -0.680 -2.317 -0.204
H 0.085 -1.407 -1.687
H 1.705 0.437 0.866
H 0.015 1.133 0.889
H -1.575 -0.356 2.554
H -1.653 1.263 1.824
H -2.133 -1.180 0.431

HOMO (eV): -8.09
Frontier orbital gap (eV): 9.15

Löwdin atomic charge list, values in e, 2 entries: -0.06 -0.14

Result of the stability comparison: version three is the least stable of them.

Version one
Below is a structure of composition C3H11N3, with properties calculated with the ωB97M-V functional and the def2-TZVPD basis.

Atoms and positions in Å:
C 0.510 0.506 0.765
N -0.502 -0.199 0.035
C -1.682 0.629 -0.228
N -2.727 -0.230 -0.779
C 1.817 -0.314 0.755
N 1.957 -0.879 -0.839
H 0.707 1.486 0.360
H 0.168 0.578 1.789
H -0.111 -0.434 -0.874
H -2.026 1.043 0.734
H -1.393 1.455 -0.880
H -2.320 -1.030 -1.229
H -3.310 0.250 -1.430
H 1.679 -0.938 1.649
H 2.704 0.254 0.965
H 2.959 -0.770 -0.800
H 1.570 -1.409 0.009

HOMO (eV): -8.80
Frontier orbital gap (eV): 9.83

Löwdin atomic charge list, values in e, 2 entries: -0.28 -0.10

Version two
Below is a cluster of 2 separate species, C3H11N3 in total, with properties calculated with the ωB97M-V functional and the def2-TZVPD basis.

Atoms and positions in Å:
H -1.531 -2.950 2.063
N -0.756 -3.396 1.570
C -0.427 -2.528 0.679
N 0.779 -2.415 0.098
H -1.241 -2.046 0.122
H 0.907 -1.695 -0.585
H 1.525 -3.044 0.338
C -0.362 1.855 -1.652
C 0.583 2.748 -0.890
N 0.098 3.008 0.459
H -1.335 2.325 -1.687
H -0.049 1.595 -2.657
H -0.528 0.949 -1.069
H 1.637 2.448 -0.837
H 0.652 3.730 -1.372
H 0.398 2.315 1.126
H 0.262 3.914 0.862

HOMO (eV): -8.89
SMILES string: [H]/N=C/N.CCN
Frontier orbital gap (eV): 9.65

Löwdin atomic charge list, values in e, 2 entries: 0.03 0.02

Result of the stability comparison: version one is the least stable of them.